No. 1
Density functional theory data (wB97M-V/def2-TZVPD) for the molecule C6H11NSi.

Positions of all 19 atoms, in Å:
C  -0.102  1.311  -1.164
C  1.245  1.333  -0.742
C  -1.020  0.554  -0.566
C  1.618  0.468  0.160
C  -2.495  0.548  -1.007
C  2.568  -0.086  1.074
N  -0.785  -0.241  0.408
Si  -0.765  -1.859  0.984
H  -0.545  2.109  -1.855
H  2.019  2.039  -1.246
H  -3.132  1.000  -0.175
H  -2.719  1.241  -1.915
H  -2.611  -0.560  -1.192
H  2.741  0.412  2.020
H  2.461  -1.173  1.228
H  3.542  -0.091  0.700
H  0.201  -1.781  2.160
H  0.016  -2.874  -0.056
H  -2.235  -2.350  1.185

2S+1: 1
Energy relative to the best compared isomer or geometry (same formula, charge and spin), kJ/mol: 444.1
Frontier orbital gap (alpha / beta), eV: 6.841 / 6.844
HOMO (alpha / beta), eV: -7.447 / -7.446
M, g mol⁻¹: 125.247

---

No. 2
Density functional theory data (wB97M-V/def2-TZVPD) for the molecule C18H24N2O4S.

Positions of all 49 atoms, in Å:
N  -6.587  -0.788  0.191
C  -5.777  -1.859  0.209
O  -6.019  -2.907  -0.340
C  -4.494  -1.640  1.033
O  -3.613  -0.689  0.446
C  -3.825  0.611  0.663
O  -4.761  1.030  1.316
C  -2.806  1.475  0.047
C  -2.837  2.822  0.410
C  -1.929  3.721  -0.104
C  -0.975  3.272  -1.005
C  -0.933  1.945  -1.387
C  -1.842  1.024  -0.872
S  -1.821  -0.670  -1.348
C  -0.575  -0.741  -2.681
C  0.862  -0.471  -2.244
O  1.647  0.091  -2.980
N  1.159  -0.920  -1.016
C  2.444  -0.707  -0.377
C  2.284  0.232  0.826
C  3.515  1.112  1.037
C  4.723  0.377  1.614
C  5.160  -0.855  0.821
C  4.199  -2.035  0.981
C  3.054  -2.071  -0.034
H  -7.444  -0.833  -0.335
H  -6.335  0.064  0.675
H  -4.767  -1.310  2.042
H  -3.935  -2.576  1.068
H  -3.597  3.132  1.112
H  -1.961  4.759  0.189
H  -0.251  3.959  -1.419
H  -0.177  1.639  -2.089
H  -0.851  -0.071  -3.495
H  -0.645  -1.769  -3.042
H  0.428  -1.353  -0.469
H  3.054  -0.206  -1.135
H  2.064  -0.337  1.730
H  1.430  0.887  0.629
H  3.788  1.564  0.081
H  3.254  1.924  1.720
H  4.502  0.071  2.640
H  5.557  1.082  1.658
H  6.142  -1.157  1.193
H  5.275  -0.603  -0.233
H  3.793  -2.015  1.995
H  4.754  -2.970  0.882
H  3.408  -2.520  -0.965
H  2.265  -2.718  0.359

2S+1: 1
Energy relative to the best compared isomer or geometry (same formula, charge and spin), kJ/mol: 8.1
Frontier orbital gap, eV: 8.730
HOMO, eV: -8.668
M, g mol⁻¹: 364.467
Structure (SMILES): NC(=O)COC(=O)c1ccccc1SCC(=O)NC1CCCCCC1

---

No. 3
Density functional theory data (wB97M-V/def2-TZVPD) for a cluster of 2 separate species, C14H29Cl2N2O5S in total.

Positions of all 53 atoms, in Å:
C  -2.148  -3.205  3.283
C  -2.105  -1.716  3.474
Cl  -3.264  -1.089  4.563
C  -1.257  -0.881  2.881
Cl  -1.216  0.797  3.060
N  -0.233  -1.452  1.957
C  0.928  -2.136  2.633
C  1.615  -1.327  3.735
C  2.982  -0.763  3.366
C  2.901  0.541  2.590
O  1.972  1.287  2.666
O  4.017  0.881  1.895
O  0.263  -0.489  1.067
C  -0.242  -0.775  -0.270
C  0.391  0.190  -1.279
N  1.526  0.903  -0.704
C  2.145  1.847  -1.649
C  1.149  2.781  -2.327
C  0.226  3.481  -1.329
O  1.966  3.703  -3.047
H  -1.833  -3.511  2.282
H  -1.508  -3.708  4.010
H  -3.166  -3.559  3.418
H  -0.721  -2.153  1.389
H  1.611  -2.374  1.817
H  0.533  -3.074  3.019
H  1.745  -2.007  4.577
H  0.984  -0.512  4.092
H  3.601  -1.506  2.855
H  3.518  -0.510  4.284
H  4.433  0.109  1.493
H  -0.016  -1.819  -0.521
H  -1.326  -0.638  -0.254
H  0.639  -0.411  -2.161
H  -0.380  0.892  -1.582
H  2.233  0.208  -0.489
H  2.835  2.481  -1.090
H  2.722  1.325  -2.423
H  0.565  2.227  -3.071
H  -0.783  3.600  -1.728
H  0.160  2.935  -0.388
H  0.613  4.477  -1.106
H  1.496  4.536  -3.138
C  -3.675  0.707  -3.246
S  -2.992  -0.883  -3.721
O  -1.722  -1.045  -2.948
C  -2.510  -0.411  -5.381
H  -3.993  0.633  -2.208
H  -2.907  1.474  -3.352
H  -4.536  0.933  -3.875
H  -1.825  0.435  -5.329
H  -3.400  -0.158  -5.956
H  -2.013  -1.268  -5.831

2S+1: 1
Net charge: +1
Frontier orbital gap, eV: 8.768
HOMO, eV: -11.430
M, g mol⁻¹: 408.368

---

No. 4
Density functional theory data (wB97M-V/def2-TZVPD) for a cluster of 12 separate species, C14H52N20O14 in total.

Positions of all 100 atoms, in Å:
N  -1.495  -5.116  0.205
C  -1.161  -4.019  0.966
N  -0.050  -3.292  0.486
O  -1.640  -3.781  2.076
H  -0.920  -5.268  -0.582
H  -2.183  -5.716  0.569
H  0.337  -3.506  -0.465
H  0.342  -2.640  1.170
N  -0.336  -0.014  4.082
C  -1.574  -0.056  3.672
N  -2.008  -1.063  2.961
O  -2.325  0.947  3.834
H  -0.007  0.838  4.474
H  0.365  -0.770  3.895
H  -3.007  -1.082  2.755
H  -1.475  -1.913  2.792
N  -4.024  1.803  -2.611
C  -3.041  1.262  -3.292
N  -2.118  2.070  -3.787
O  -3.019  0.006  -3.491
H  -4.415  2.715  -2.790
H  -4.623  1.025  -2.228
H  -1.258  1.737  -4.265
H  -2.191  3.040  -3.672
N  2.255  -4.120  3.675
C  2.015  -2.876  3.923
N  2.905  -2.282  4.743
O  1.102  -2.298  3.375
H  3.023  -4.554  4.167
H  1.611  -4.616  3.069
H  2.910  -1.274  4.682
H  3.646  -2.731  5.191
N  -0.447  5.494  2.494
C  -0.430  4.154  3.150
N  -1.468  3.442  2.560
O  0.440  3.729  3.846
H  -1.408  5.810  2.452
H  0.086  6.135  3.063
H  -2.094  3.939  1.963
H  -1.796  2.574  3.063
N  2.473  0.186  -4.353
C  1.409  0.312  -5.153
N  1.702  -0.293  -6.319
O  0.308  0.825  -4.891
H  2.311  0.619  -3.447
H  2.969  -0.732  -4.295
H  2.531  -0.923  -6.382
H  0.988  -0.546  -7.024
N  -2.245  -2.561  -1.800
C  -1.156  -2.557  -2.592
N  -0.924  -1.527  -3.349
O  -0.354  -3.526  -2.527
H  -2.868  -1.811  -1.983
H  -2.448  -3.372  -1.266
H  0.023  -1.466  -3.720
H  -1.658  -0.822  -3.524
N  -4.066  1.056  1.198
C  -5.087  0.136  1.247
N  -5.519  0.162  2.548
O  -5.425  -0.500  0.295
H  -3.678  1.396  2.098
H  -3.413  0.980  0.417
H  -6.442  -0.185  2.694
H  -5.261  0.949  3.115
N  4.765  2.375  3.246
C  3.877  1.378  3.447
N  2.641  1.636  2.898
O  4.033  0.358  4.047
H  4.398  3.261  2.864
H  5.661  2.452  3.703
H  2.071  0.862  3.117
H  2.298  2.541  2.780
N  3.132  -3.500  -2.577
C  2.778  -3.322  -3.879
N  1.572  -3.838  -4.176
O  3.481  -2.722  -4.719
H  3.893  -2.979  -2.184
H  2.485  -4.051  -2.012
H  1.418  -3.623  -5.137
H  0.788  -3.829  -3.500
O  -1.497  0.156  -0.253
C  -0.153  0.336  0.217
C  0.874  -0.184  -0.738
O  1.035  0.568  -1.966
H  -1.614  -0.734  -0.645
H  -0.020  1.417  0.289
H  -0.110  -0.093  1.231
H  0.742  -1.230  -0.921
H  1.854  -0.078  -0.291
H  0.167  0.640  -2.397
O  2.514  2.572  -1.007
C  2.315  3.788  -0.377
C  1.009  4.528  -0.749
O  -0.150  3.739  -0.632
H  1.658  2.292  -1.345
H  2.400  3.665  0.737
H  3.070  4.510  -0.608
H  1.082  4.811  -1.783
H  1.081  5.406  -0.126
H  -0.243  3.356  0.287

2S+1: 1
Energy relative to the best compared isomer or geometry (same formula, charge and spin), kJ/mol: 13.7
Frontier orbital gap, eV: 9.804
HOMO, eV: -9.402
M, g mol⁻¹: 724.696
Structure (SMILES): NC(N)=O.NC(N)=O.NC(N)=O.NC(N)=O.NC(N)=O.NC(N)=O.NC(N)=O.NC(N)=O.NC(N)=O.NC(N)=O.OCCO.OCCO

---

No. 5
Density functional theory data (wB97M-V/def2-TZVPD) for the molecule C4H3FO3.

Positions of all 11 atoms, in Å:
O  2.304  -0.099  -0.116
C  0.995  -0.390  0.196
C  0.373  -1.548  -0.071
O  -0.981  -1.191  -0.025
C  -1.076  0.010  0.204
F  -2.376  0.392  -0.160
C  0.108  0.704  0.240
O  0.476  1.964  -0.045
H  2.772  -1.018  -0.316
H  0.461  -2.670  0.053
H  1.352  2.101  -0.223

2S+1: 1
Energy relative to the best compared isomer or geometry (same formula, charge and spin), kJ/mol: 243.0
Frontier orbital gap, eV: 8.955
HOMO, eV: -8.627
M, g mol⁻¹: 118.063
Structure (SMILES): Oc1coc(F)c1O